No. 1
This record from the Open Molecules 2025 dataset describes C25H13BeF10N5S2 as an isolated structure at a distorted geometry. The level of theory is ωB97M-V with the def2-TZVPD basis set.

Energy above the lowest of the compared OMol25 structures with the same formula, charge and spin   12.7 kcal per mole
DFT total energy   -3044.13714 a.u.
Kohn-Sham gap   5.77 eV

```
! wB97M-V def2-TZVPD RIJCOSX def2/J DEFGRID3
* xyz -2 1
S 8.15965 6.89472 8.73638
C 9.45016 8.04572 9.02498
C 8.36697 9.17392 15.06208
H 9.64968 8.38814 6.89849
C 9.99443 8.47402 10.25191
F 10.65891 11.64781 17.65699
C 9.85272 10.85973 16.85699
F 10.73088 12.05007 15.03954
N 6.50329 9.79986 11.86089
H 7.05635 5.98563 10.81414
N 13.66162 11.44414 9.25840
C 8.30921 12.99423 11.94492
F 8.09591 14.89385 13.30549
F 7.66832 8.01586 17.02761
C 6.21204 8.27497 14.56184
H 4.59017 7.15724 13.74411
N 6.22910 7.29175 12.27878
C 5.29444 7.91358 11.30926
F 9.38692 13.42122 11.31261
H 4.42913 9.70583 12.31885
C 5.66093 7.14708 13.66171
H 4.87777 9.80857 10.54678
C 5.15958 9.38417 11.50357
H 4.22717 7.54165 11.35412
N 7.61144 8.51570 14.19012
C 6.11222 11.88726 13.15987
C 9.94239 11.05674 15.50220
N 11.92674 10.36102 5.58492
C 11.70082 9.82385 9.11909
H 5.91747 6.17751 14.07418
F 9.52749 10.49114 13.35658
H 7.31978 5.51264 12.46886
C 11.14444 9.44883 7.88070
C 10.04544 8.58516 7.85589
C 8.33238 9.06454 16.46970
H 5.66500 9.17375 14.37481
C 11.11556 9.29362 10.30000
Be 7.53282 8.50824 12.39241
H 5.77020 5.27632 11.78256
H 5.69796 7.60725 10.33655
H 11.48272 9.72918 11.25536
C 9.04020 9.84774 17.35136
F 5.04795 11.33539 13.76681
C 9.21512 10.27768 14.63246
C 6.63107 5.93771 11.79622
F 5.88902 13.84940 14.47296
C 12.81715 10.70370 9.18796
C 7.62957 13.73852 12.92037
H 5.99653 7.95899 15.59388
C 6.49530 13.14353 13.47384
F 8.43177 11.07799 10.57752
C 11.62184 9.96453 6.64672
S 9.39174 7.81952 11.76562
C 7.84444 11.76331 11.56968
C 6.76989 11.13273 12.19621
F 8.98763 9.66379 18.67811
*
```

=====

No. 2
This record from the Open Molecules 2025 dataset describes C25H15Cl2N2O6Ta as an isolated structure. The level of theory is ωB97M-V with the def2-TZVPD basis set.

Energy above the lowest of the compared OMol25 structures with the same formula, charge and spin   0.0 kcal per mole
DFT total energy   -2499.71448 a.u.
Kohn-Sham gap   7.09 eV

```
! wB97M-V def2-TZVPD RIJCOSX def2/J DEFGRID3
* xyz 2 1
C -4.55298 -0.60956 0.87574
Cl 3.39458 2.55461 5.98868
O 1.25128 -0.06802 1.22211
H 0.68338 -2.53286 -4.46807
C 1.50947 2.17216 4.10920
H -1.19695 -4.10311 -4.39416
C 2.74486 1.80821 4.58870
H 2.58001 1.38439 -0.30452
Ta -0.19254 -0.03945 -0.05213
C 2.99444 0.19872 2.79877
C 3.62892 0.84157 -2.08995
C 2.59022 0.77012 -1.19452
C -3.02657 0.97654 -0.75813
O -2.30036 2.73333 -2.19346
C 2.52607 -0.84721 -3.38566
H 4.46290 0.54477 4.30703
C 3.59187 0.01502 -3.20647
C -1.79104 -3.54205 -2.41072
C -0.49785 -1.77889 -1.34360
H 4.39831 0.03576 -3.92716
C 0.99889 1.54072 2.96177
O -2.83502 -2.38530 2.44824
C -5.16928 0.33742 0.05378
H -2.20659 -2.78857 -0.48296
H -4.84043 1.91989 -1.38970
O -1.05981 -1.45632 1.45907
C -4.40298 1.15370 -0.76388
C -0.27077 1.94948 2.45714
N 1.54804 -0.05883 -1.37829
Cl 3.91234 -1.00565 1.98303
H -2.60629 -4.25153 -2.36514
H 4.45035 1.51940 -1.91176
H -6.24545 0.44462 0.07397
O -0.81853 1.52532 1.41658
H 0.93005 2.94128 4.60377
C -2.28352 -1.56665 1.61222
C 1.73741 0.54333 2.30364
C -3.18040 -0.71010 0.80893
H -2.17475 -2.91185 2.93467
C 0.06638 -2.57716 -3.58135
H -0.80516 2.73107 3.00596
C -1.54652 -2.69754 -1.33700
C -2.02019 1.80552 -1.51460
C 3.48783 0.82241 3.92880
C 0.33333 -1.76619 -2.48545
O -0.77178 1.32606 -1.29730
H 2.50474 -1.50881 -4.23799
C 1.49599 -0.86620 -2.45787
C -0.99604 -3.46580 -3.54400
H -5.12636 -1.23338 1.54720
N -2.45461 0.04742 -0.01313
*
```

=====

No. 3
This record from the Open Molecules 2025 dataset describes C25H15Cl5CrN5O2Si as an isolated structure. The level of theory is ωB97M-V with the def2-TZVPD basis set.

Energy above the lowest of the compared OMol25 structures with the same formula, charge and spin   0.0 kcal per mole
DFT total energy   -5021.25292 a.u.
Kohn-Sham gap (spin up / spin down)   7.32 / 7.44 eV

```
! wB97M-V def2-TZVPD RIJCOSX def2/J DEFGRID3
* xyz -1 5
Cl -1.66813 -0.13414 -1.30756
H 0.69270 -4.57805 -0.91452
C -2.68793 2.69062 4.87614
Si -0.03266 0.07568 -2.73130
Cl -1.85803 1.75947 7.30255
N 1.23978 -0.70701 -2.14307
O -1.56254 4.35624 1.44012
C -1.67803 2.04078 2.78671
C 1.08388 -0.24754 3.13655
Cl -1.03610 -0.48919 -4.46809
C 2.80705 -4.10843 -4.09639
C 1.78936 -1.00838 2.03478
C 1.09760 -1.95266 -1.45715
H -3.30524 3.42269 2.97297
Cl 0.25977 2.08684 -2.97366
C 1.80872 -1.83271 -0.12037
C -2.62211 2.77079 3.49541
H -1.96158 5.63944 -3.15940
C 3.00088 -1.60116 2.33626
N -3.04798 2.56465 -1.08226
C 1.75090 -5.55593 -2.50155
C -2.16789 3.43646 -0.60673
C -1.71373 3.29810 0.83346
C 3.64816 -2.30980 1.34273
C -0.85992 1.13349 4.87980
C -1.80437 1.87858 5.56692
H -1.06225 5.24833 -0.84616
H -3.59775 3.97727 -4.08025
C 2.51694 -5.38781 -3.64927
Cl -3.89576 3.62513 5.70889
C 1.59111 -3.15875 -2.24653
C 1.29118 -4.44688 -1.81037
N 0.04757 0.45360 2.67512
C -0.80170 1.20559 3.49138
C -1.75523 4.56443 -1.31527
C -3.17456 3.86164 -3.09133
H 2.87762 -6.25153 -4.19416
O 1.51174 -0.34674 4.28449
H 1.50860 -6.55091 -2.14918
H 4.60969 -2.77256 1.52796
C -2.26824 4.77883 -2.57772
H -4.23087 2.03893 -2.67784
N 1.20791 -1.08865 0.82364
N -1.61834 2.04981 1.37176
C 2.34362 -2.99848 -3.39985
Cr -0.49569 0.38527 0.75005
H 2.54790 -1.99050 -3.73566
C -3.52544 2.77593 -2.30794
H 3.39599 -3.97056 -4.99498
H 3.49357 -3.01422 -0.68107
C 3.03737 -2.44005 0.11185
H -0.16965 0.50514 5.41679
H 0.05584 -2.20007 -1.18418
H 3.38627 -1.48100 3.33750
*
```

=====

No. 4
This record from the Open Molecules 2025 dataset describes C25H16ClF2NO4 in the gas phase at a distorted geometry. The level of theory is ωB97M-V with the def2-TZVPD basis set.

Structure (SMILES)   O=C(O)c1cc(-c2ccc(C[C@H](C(=O)c3ccc(Cl)cc3)c3ccc(F)c(F)c3)cc2)no1
DFT total energy   -1977.87580 a.u.
Kohn-Sham gap   9.02 eV

```
! wB97M-V def2-TZVPD RIJCOSX def2/J DEFGRID3
* xyz 0 1
C 0.52825 -0.52517 1.49328
C -4.29452 -0.87818 3.51590
C 5.27243 -0.62660 -2.21858
C -6.69262 -0.81990 4.21894
H 3.47320 2.03299 -0.05454
C -0.75755 0.67306 3.14582
C -5.31463 -0.25767 4.18133
C -0.79640 1.37933 -4.95895
H -1.35619 -1.29685 -2.93641
C -0.56374 -1.36469 1.29551
C -1.75826 -1.19089 1.97918
F 5.96185 -1.53100 -2.99824
H 5.80277 2.39308 -0.79631
C 0.41509 1.80290 -4.41424
N -3.45708 1.01190 4.37826
H -2.52721 -1.92594 1.73753
C 3.95948 -0.84471 -1.79006
C 5.90727 0.56888 -1.86564
H -2.34216 -0.04816 -4.81512
C 3.97916 1.26355 -0.60920
C -3.14886 0.00919 3.60961
C 1.83167 -0.01311 -0.58582
O -7.52524 -0.39751 5.20821
H -0.76495 1.46864 3.86431
H 1.26934 1.10459 2.63773
C -0.81970 -0.43899 -3.32911
H -4.38967 -1.79808 2.93126
H 1.40218 0.96021 -0.45127
H 2.71209 -0.46315 1.37333
C -1.86790 -0.16536 2.91614
H 0.87748 2.71030 -4.81011
C 1.84241 -0.73340 0.76212
C 0.37400 -0.00389 -2.74023
C 1.03107 -0.78801 -1.65500
C -1.41088 0.26066 -4.42519
C 0.41350 0.50553 2.38743
Cl -1.61732 2.22693 -6.31806
F 7.17028 0.90101 -2.26953
O 0.94161 -2.02010 -1.67531
H 1.93972 1.52908 -2.94244
H 3.52364 -1.81896 -2.03014
H -0.47528 -2.15204 0.53049
C 5.25805 1.48331 -1.03525
H -8.35915 -0.90067 5.12887
O -7.05151 -1.63320 3.37957
C 0.97755 1.14798 -3.31654
H 1.97402 -1.81555 0.60674
C 3.29398 0.13025 -1.00390
O -4.84132 0.88838 4.76363
*
```